The following is a DFT calculation (ωB97M-V/def2-TZVPD) of C21H10ClIN5OPtSe as an isolated structure in a non-equilibrium geometry.

## Properties
Charge: +1
Orbital gap (alpha / beta) in eV: 6.033 / 6.063
Maximum force in Eh/bohr: 0.0256
DFT total energy in a.u.: -4433.72420
2S+1: 1
E_HOMO (alpha / beta) in eV: -10.367 / -10.375

Geometry (Å):
C  2.585901  -1.400614  2.909862
C  2.278250  -1.468538  -2.098596
C  0.824755  -1.524530  1.224673
C  -1.155710  -1.467668  3.110867
C  0.172457  1.882595  -1.645242
Cl  -4.424987  4.515694  -1.302591
C  -2.064622  1.274533  -1.630673
H  5.150913  -1.119581  -0.343638
C  4.102779  -1.252232  -0.576109
N  -0.461566  -1.578682  0.843990
H  1.206869  1.559983  -1.673067
C  -0.153039  3.241284  -1.554500
C  -1.426576  -1.547536  1.745755
N  3.049642  -1.370589  4.134221
C  -3.864013  2.889574  -1.403623
C  3.188727  -1.366497  0.474399
C  -2.991527  0.186957  -1.604583
C  -2.480330  2.623227  -1.526828
C  1.829538  -1.491397  0.173253
H  1.885230  -1.537736  -3.104152
Se  4.801193  -1.265018  4.034454
C  3.579306  -1.342830  1.869264
H  4.311428  -1.231453  -2.714543
O  -2.583751  -1.054470  -1.712158
H  0.425467  -1.395495  4.576838
N  4.821141  -1.266786  2.278281
N  1.395510  -1.539716  -1.104498
C  -1.473097  3.608856  -1.505223
H  0.635566  3.978680  -1.518253
C  0.155794  -1.438011  3.530092
C  1.177813  -1.465598  2.576198
N  -0.747395  0.946971  -1.699979
C  3.638154  -1.309565  -1.873406
C  -4.330927  0.526775  -1.430915
H  -1.761041  4.647874  -1.424044
C  -4.759976  1.853401  -1.339188
H  -2.441509  -1.599617  1.371060
I  -5.694974  -1.045184  -1.268573
Pt  -0.615783  -1.291444  -1.409318
H  -1.973962  -1.431065  3.815352
H  -5.811637  2.065458  -1.204876

Forces on atoms 1 to 3 (eV/Å):
0.39 0.03 0.01
0.10 -0.08 -0.09
-0.10 0.03 0.48